This record from the Open Molecules 2025 dataset describes a 2-piece molecular cluster, C18H29Cl2N3O3 overall in a non-equilibrium geometry. The level of theory is wB97M-V/def2-TZVPD.

Results
2S+1   1
Energy   -54794.800 eV
SMILES   CC[C@H](C)[C@H](NC(C)=O)C(=O)NC.C[C@@H](N)COc1cc(Cl)cc(Cl)c1
Largest force on an atom   0.0376 Eh/bohr
Total charge   0
E_HOMO   -9.340 eV

Last column: Mulliken charge in e.
Geometry (Å):
C 0.817 -1.499 -2.737  -1.288
C 1.766 -1.598 -1.535  -0.309
C 1.128 -2.217 -0.269  0.810
C -0.048 -1.359 0.238  -1.742
C 2.177 -2.388 0.865  -0.151
N 3.487 -2.981 0.497  0.048
C 3.903 -4.133 -0.038  0.712
C 3.028 -5.060 -0.858  -0.969
O 5.080 -4.431 0.082  -0.690
C 1.624 -2.806 2.246  -0.070
O 1.599 -1.967 3.137  -0.698
N 1.163 -4.026 2.541  -0.135
C 0.999 -5.204 1.698  -0.682
H 0.032 -0.768 -2.550  0.133
H 0.370 -2.473 -2.941  0.394
H 1.381 -1.179 -3.613  0.381
H 2.609 -2.211 -1.850  0.406
H 2.145 -0.603 -1.301  0.204
H 0.702 -3.179 -0.535  -0.010
H 0.310 -0.378 0.549  0.211
H -0.803 -1.234 -0.537  0.532
H -0.536 -1.840 1.086  0.460
H 2.457 -1.351 1.058  0.309
H 4.270 -2.480 0.889  0.238
H 3.445 -5.106 -1.862  0.285
H 2.008 -4.723 -0.926  0.219
H 3.064 -6.054 -0.419  0.340
H 0.876 -4.116 3.504  0.289
H 1.966 -5.679 1.537  0.211
H 0.350 -5.918 2.205  0.376
H 0.534 -4.941 0.750  0.194
C -3.827 6.369 1.816  -1.414
C -3.952 4.944 1.290  0.619
N -5.237 4.820 0.592  -0.732
C -2.801 4.633 0.330  -0.813
O -2.815 3.242 -0.033  -0.386
C -1.636 2.848 -0.599  -0.011
C -1.553 2.683 -1.982  -0.328
C -0.343 2.326 -2.584  0.011
Cl -0.247 2.135 -4.315  -0.207
C 0.789 2.129 -1.788  -0.426
C 0.715 2.271 -0.401  -0.023
Cl 2.129 2.007 0.588  -0.161
C -0.501 2.625 0.189  -0.030
H -3.862 7.084 0.988  0.340
H -2.881 6.501 2.350  0.365
H -4.648 6.592 2.502  0.382
H -3.906 4.244 2.134  0.221
H -5.292 3.921 0.109  0.241
H -6.021 4.936 1.234  0.239
H -1.857 4.895 0.818  0.408
H -2.894 5.252 -0.569  0.305
H -2.434 2.848 -2.592  0.484
H 1.732 1.859 -2.253  0.390
H -0.564 2.736 1.266  0.519

=====

This record from the Open Molecules 2025 dataset describes C77H206Cl3N14O17 as an isolated structure in a non-equilibrium geometry. The level of theory is wB97M-V/def2-TZVPD.

Results
2S+1   1
Energy   -176313.478 eV
Largest force on an atom   0.2787 Eh/bohr
Total charge   +9
E_HOMO   -14.287 eV

Last column: Mulliken charge in e.
Geometry (Å):
C 3.595 -10.253 -0.586  -0.854
N 2.435 -11.197 -0.736  0.015
C 2.532 -11.813 -2.212  -0.835
C 2.513 -12.265 0.414  -0.750
C 1.049 -10.567 -0.714  -0.538
C 0.712 -9.557 0.446  -0.622
O 0.656 -10.187 1.732  -0.010
H 4.586 -10.734 -0.402  0.341
H 3.475 -9.556 0.259  0.311
H 3.532 -9.667 -1.463  0.403
H 2.516 -10.984 -2.868  0.407
H 1.697 -12.519 -2.335  0.354
H 3.459 -12.370 -2.291  0.381
H 3.353 -12.956 0.188  0.384
H 1.537 -12.704 0.417  0.378
H 2.671 -11.772 1.421  0.249
H 0.399 -11.480 -0.753  0.377
H 0.917 -9.961 -1.607  0.361
H -0.250 -9.148 0.100  0.370
H 1.437 -8.753 0.496  0.301
H -0.262 -10.403 1.917  -0.179
C -1.733 -1.059 1.085  -1.009
N -0.224 -1.056 1.357  0.318
C 0.020 -1.941 2.528  -0.893
C 0.504 -1.578 0.133  -1.183
C 0.243 0.409 1.679  -0.107
C -0.524 1.209 2.672  -0.829
O -1.673 1.893 2.259  -0.631
H -1.900 -0.728 0.068  0.358
H -2.302 -0.473 1.761  0.371
H -2.014 -2.140 1.148  0.436
H -0.544 -1.611 3.371  0.341
H 1.052 -2.066 2.667  0.356
H -0.446 -2.908 2.220  0.337
H 1.559 -1.593 0.306  0.490
H 0.372 -0.878 -0.768  0.316
H 0.143 -2.592 -0.062  0.485
H 0.228 1.000 0.719  -0.276
H 1.246 0.273 2.062  0.476
H 0.253 1.899 2.969  0.544
H -0.805 0.579 3.495  0.607
H -1.296 2.705 1.777  0.075
C 2.877 -1.385 -6.442  -0.885
N 3.022 -2.575 -5.384  -0.311
C 2.300 -3.782 -5.932  -0.820
C 4.496 -2.740 -5.292  -0.803
C 2.458 -2.125 -4.049  -0.449
C 2.457 -3.221 -2.999  -0.407
O 1.153 -3.680 -2.761  -0.590
H 3.319 -1.745 -7.345  0.387
H 3.413 -0.583 -6.061  0.467
H 1.823 -1.055 -6.571  0.284
H 1.233 -3.537 -5.992  0.359
H 2.494 -4.646 -5.265  0.353
H 2.763 -3.987 -6.888  0.440
H 4.917 -1.727 -5.174  0.394
H 4.927 -3.165 -6.213  0.375
H 4.657 -3.479 -4.480  0.354
H 1.493 -1.676 -4.233  0.503
H 3.229 -1.425 -3.742  0.321
H 2.825 -2.745 -2.104  0.291
H 3.095 -3.974 -3.447  0.355
H 1.040 -4.342 -2.045  0.312
C 1.868 4.081 -9.568  -1.079
N 0.397 4.211 -9.791  0.200
C -0.100 2.836 -10.244  -0.997
C -0.276 4.579 -8.545  -1.149
C 0.083 5.249 -10.933  -0.390
C 1.068 6.406 -11.214  -0.776
O 1.039 7.290 -10.162  -0.454
H 2.052 3.523 -8.675  0.356
H 2.291 5.061 -9.393  0.445
H 2.217 3.531 -10.428  0.417
H 0.549 2.456 -11.014  0.425
H -1.019 3.007 -10.738  0.453
H -0.127 2.176 -9.385  0.352
H -0.207 3.830 -7.712  0.451
H -1.339 4.798 -8.705  0.404
H 0.189 5.566 -8.255  0.397
H -0.928 5.560 -10.636  0.315
H 0.040 4.663 -11.841  0.436
H 0.688 6.906 -12.149  0.451
H 2.028 5.962 -11.414  0.390
H 1.208 8.126 -10.539  0.318
C -1.410 8.898 -0.525  -0.844
N -1.488 7.414 -0.311  0.127
C -1.876 6.638 -1.624  -0.674
C -0.141 6.943 0.070  -0.752
C -2.472 7.097 0.762  -0.785
C -2.812 5.684 1.014  0.303
O -3.567 5.054 -0.060  -0.589
H -2.373 9.379 -0.808  0.374
H -0.679 9.176 -1.272  0.371
H -1.125 9.313 0.472  0.377
H -1.449 7.231 -2.390  0.485
H -2.953 6.667 -1.676  0.391
H -1.504 5.561 -1.498  0.043
H 0.120 7.523 0.941  0.406
H 0.587 7.049 -0.764  0.348
H -0.155 5.890 0.409  0.202
H -3.353 7.687 0.413  0.343
H -2.088 7.567 1.661  0.397
H -3.444 5.637 1.899  0.260
H -1.946 5.061 1.204  -0.242
H -2.899 4.417 -0.348  0.531
C 1.848 -9.836 5.241  -0.872
N 1.339 -8.552 5.869  0.071
C 2.166 -7.468 5.274  -0.987
C -0.076 -8.286 5.394  -0.813
C 1.531 -8.555 7.348  -0.545
C 0.647 -9.399 8.160  -0.473
O -0.709 -8.891 8.072  -0.538
H 1.552 -9.857 4.207  0.379
H 1.587 -10.805 5.666  0.284
H 2.966 -9.618 5.233  0.347
H 3.146 -7.580 5.655  0.450
H 1.751 -6.508 5.633  0.420
H 2.137 -7.581 4.207  0.352
H -0.316 -7.299 5.829  0.379
H -0.752 -9.004 5.897  0.388
H -0.159 -8.239 4.293  0.366
H 1.381 -7.453 7.656  0.380
H 2.543 -8.764 7.561  0.389
H 1.117 -9.332 9.197  0.344
H 0.655 -10.405 7.830  0.330
H -1.357 -9.444 8.487  0.319
C -5.645 -4.204 -11.427  -0.900
N -5.132 -5.634 -11.465  -0.019
C -4.647 -6.001 -12.848  -0.831
C -4.013 -5.783 -10.444  -0.951
C -6.233 -6.627 -11.063  -0.465
C -7.005 -6.477 -9.746  -0.596
O -6.085 -6.518 -8.634  -0.485
H -6.081 -4.135 -10.415  0.354
H -6.383 -4.120 -12.139  0.403
H -4.826 -3.500 -11.604  0.354
H -3.707 -5.473 -13.074  0.364
H -5.417 -5.762 -13.530  0.404
H -4.405 -7.071 -12.891  0.369
H -3.723 -6.820 -10.362  0.429
H -4.255 -5.505 -9.435  0.391
H -3.121 -5.264 -10.799  0.360
H -5.726 -7.586 -10.957  0.383
H -6.987 -6.550 -11.868  0.370
H -7.752 -7.268 -9.786  0.402
H -7.616 -5.535 -9.759  0.360
H -6.558 -6.496 -7.778  0.303
C 13.175 9.691 -5.262  -0.778
N 11.824 10.283 -4.731  -0.155
C 11.301 9.316 -3.662  -0.810
C 12.065 11.718 -4.129  -0.799
C 10.749 10.471 -5.738  -0.385
C 11.113 11.309 -6.964  -0.283
O 12.082 11.253 -7.678  -0.486
H 13.065 8.627 -5.425  0.328
H 13.898 9.878 -4.453  0.382
H 13.474 10.256 -6.155  0.326
H 10.248 9.434 -3.379  0.342
H 11.949 9.457 -2.766  0.372
H 11.426 8.318 -4.101  0.374
H 12.301 12.401 -5.021  0.338
H 12.982 11.657 -3.478  0.366
H 11.153 11.980 -3.648  0.411
H 9.881 10.827 -5.172  0.428
H 10.636 9.491 -6.240  0.341
H 10.616 12.648 -6.923  0.081
H 10.249 12.007 -7.669  0.172
H 12.436 11.778 -8.495  0.435
C 12.425 -5.706 5.458  -0.931
N 12.753 -4.425 6.350  -0.231
C 11.381 -3.964 6.942  -0.771
C 13.685 -4.861 7.458  -0.858
C 13.245 -3.368 5.541  -0.662
C 13.463 -2.000 6.281  -0.506
O 12.361 -1.252 5.864  -0.494
H 12.297 -6.477 6.152  0.421
H 13.260 -5.959 4.804  0.369
H 11.557 -5.473 4.884  0.398
H 10.727 -4.776 7.299  0.347
H 10.827 -3.323 6.263  0.361
H 11.636 -3.353 7.836  0.396
H 14.463 -5.440 7.000  0.394
H 13.145 -5.545 8.062  0.419
H 14.036 -3.973 7.984  0.368
H 12.606 -3.129 4.708  0.465
H 14.149 -3.639 5.006  0.507
H 14.412 -1.532 6.030  0.432
H 13.458 -2.234 7.356  0.254
H 12.458 -0.426 6.373  0.321
C -10.253 -1.142 1.284  -0.984
N -10.740 -1.107 2.786  -0.194
C -12.224 -1.624 2.764  -0.905
C -9.898 -2.138 3.514  -0.875
C -10.544 0.282 3.505  -0.564
C -11.323 1.416 2.811  -0.403
O -10.668 1.819 1.580  -0.461
H -10.383 -2.191 0.980  0.464
H -9.186 -0.874 1.213  0.411
H -10.947 -0.584 0.629  0.356
H -12.447 -1.924 3.777  0.390
H -12.185 -2.520 2.160  0.412
H -12.953 -0.979 2.321  0.353
H -8.921 -1.712 3.540  0.404
H -9.826 -3.096 3.019  0.353
H -10.352 -2.302 4.477  0.418
H -9.485 0.428 3.607  0.399
H -10.921 0.118 4.456  0.461
H -11.416 2.276 3.546  0.409
H -12.337 1.144 2.501  0.249
H -11.007 2.699 1.358  0.283
C -2.398 6.146 8.191  -0.854
N -2.207 5.504 6.823  0.063
C -1.902 6.549 5.824  -0.884
C -1.087 4.476 6.948  -0.842
C -3.544 4.809 6.313  -0.661
C -3.402 3.570 5.480  -0.592
O -2.366 3.735 4.498  -0.140
H -3.360 6.672 8.173  0.373
H -1.493 6.732 8.348  0.394
H -2.486 5.386 8.956  0.385
H -1.052 7.211 6.145  0.370
H -2.805 7.152 5.758  0.434
H -1.676 6.096 4.847  0.249
H -0.205 4.991 7.266  0.423
H -0.946 3.996 5.993  0.221
H -1.446 3.806 7.735  0.410
H -4.207 5.534 5.922  0.471
H -4.113 4.474 7.193  0.403
H -4.402 3.374 5.081  0.449
H -3.082 2.750 6.093  0.393
H -2.302 2.965 3.908  0.063
C 6.282 15.417 14.065  -0.929
N 6.558 14.651 12.766  -0.530
C 7.581 15.292 11.951  -0.878
C 6.960 13.195 13.183  -0.767
C 5.270 14.582 12.105  -0.416
C 5.534 14.173 10.589  -0.364
O 5.701 12.924 10.527  -0.374
H 5.610 14.831 14.639  0.400
H 5.944 16.412 13.902  0.473
H 7.258 15.519 14.566  0.400
H 7.937 14.650 11.118  0.382
H 8.459 15.451 12.599  0.417
H 7.364 16.229 11.563  0.467
H 7.375 12.673 12.277  0.325
H 6.163 12.649 13.692  0.335
H 7.776 13.426 13.855  0.469
H 4.971 15.591 12.419  0.530
H 4.581 13.987 12.736  0.435
H 5.165 14.876 9.723  0.396
H -0.131 14.477 12.264  -0.143
H 5.987 12.433 9.721  0.371
C -8.798 -13.258 3.335  -0.857
N -7.954 -12.745 2.170  -0.039
C -8.377 -13.443 0.889  -0.955
C -8.321 -11.272 1.934  -0.847
C -6.471 -12.924 2.425  -0.345
C -5.592 -12.384 1.309  -0.607
O -5.431 -11.001 1.243  -0.366
H -8.474 -12.765 4.281  0.358
H -8.747 -14.362 3.387  0.385
H -9.861 -12.911 3.218  0.361
H -8.104 -14.538 0.961  0.367
H -8.019 -13.006 -0.058  0.379
H -9.452 -13.581 0.915  0.427
H -8.354 -10.707 2.910  0.356
H -9.357 -11.166 1.550  0.386
H -7.580 -10.761 1.322  0.348
H -6.309 -13.983 2.727  0.442
H -6.219 -12.349 3.306  0.348
H -5.929 -12.679 0.333  0.257
H -4.602 -12.739 1.506  0.426
H -4.634 -10.649 1.633  0.149
C -2.088 3.958 -4.945  -1.578
C -3.190 3.214 -4.265  0.661
C -4.131 2.664 -5.255  -1.400
N -5.415 2.221 -4.720  0.662
C -5.125 1.278 -3.616  -1.410
C -6.333 3.344 -4.321  -0.474
C -7.745 2.774 -4.355  -0.722
C -7.750 2.065 -5.721  -0.646
C -6.306 1.518 -5.840  -0.482
H -1.357 4.283 -4.183  0.251
H -2.434 4.791 -5.493  0.568
H -1.562 3.298 -5.592  0.135
H -3.782 3.937 -3.633  -0.046
H -2.721 2.420 -3.701  0.302
H -3.684 1.738 -5.681  0.492
H -4.392 3.385 -5.979  0.477
H -4.501 0.451 -3.961  0.372
H -6.163 0.960 -3.316  0.412
H -4.702 1.712 -2.785  0.556
H -5.965 3.847 -3.380  0.245
H -6.195 4.104 -5.121  0.431
H -7.910 2.092 -3.548  0.331
H -8.571 3.462 -4.355  0.440
H -8.559 1.373 -5.775  0.358
H -7.903 2.763 -6.539  0.349
H -6.307 0.463 -5.562  0.270
H -5.844 1.686 -6.819  0.362
C 0.785 2.998 -0.981  -1.227
C -0.401 3.261 -0.120  1.003
O -1.565 3.364 -0.661  -0.713
O -0.102 3.496 1.098  -0.800
H 1.630 2.598 -0.394  0.358
H 1.020 4.066 -1.363  0.232
H 0.572 2.458 -1.953  0.318
C -6.615 0.929 1.626  -0.755
C -5.951 0.023 0.668  0.677
O -5.550 -1.157 0.879  -0.793
O -5.783 0.480 -0.486  -0.713
H -6.229 1.963 1.717  0.315
H -6.583 0.370 2.552  0.254
H -7.643 1.104 1.341  0.071
Cl -2.369 -10.320 2.236  -0.822
Cl -0.043 -5.982 1.286  -0.905
Cl 0.144 1.067 -5.786  -0.864

=====

Gap between HOMO and LUMO (computed, eV): 9.97 2.45